DFT (ωB97M-V with the def2-TZVPD basis set) results for a gas-phase ion, C5H8N3 (charge +1) at a distorted geometry.

Bonds (Å) are listed after each position.
Positions of all 16 atoms, in Å:
1 C -1.5620 -0.6617 -0.2552  C2 1.321, N7 1.522, H9 1.082
2 C -0.9990 -0.4881 -1.4381  C1 1.321, H10 1.011
3 C -0.7555 1.3379 0.6840  N6 1.281, N7 1.377, H11 1.091
4 C 0.4727 -0.5708 1.1789  C5 1.509, N7 1.523, H12 1.027, H13 1.087
5 C 1.2813 -0.4054 -0.0842  C4 1.509, N8 1.481, H14 1.097, H15 1.089
6 N 0.1308 1.7477 -0.1452  C3 1.281, N8 1.366
7 N -0.9219 -0.0012 0.9574  C1 1.522, C3 1.377, C4 1.523
8 N 0.6577 0.7010 -0.8470  C5 1.481, N6 1.366, H16 1.020
9 H -2.4051 -1.3055 -0.0428  C1 1.082
10 H -0.7312 -0.4721 -2.4125  C2 1.011
11 H -1.3936 2.0240 1.2435  C3 1.091
12 H 0.2978 -1.5487 1.4381  C4 1.027
13 H 1.0060 0.1242 1.8221  C4 1.087
14 H 2.2975 -0.1244 0.2191  C5 1.097
15 H 1.3790 -1.3131 -0.6778  C5 1.089
16 H 1.2454 0.9565 -1.6402  N8 1.020

Frontier orbital gap (spin up / spin down) ... 7.91 / 6.45 eV
Charge ... +1
Calculated total energy ... -9770.103 eV
HOMO (spin up / spin down) ... -12.010 / -14.855 eV
Multiplicity ... 3
Strongest force on any atom ... 4.97 eV/A
LUMO level (spin up / spin down) ... -4.10 / -8.40 eV

So, what does the Mulliken scheme give us? The charges, in e, come out as: number 1, C, carries -0.476; number 2, C, carries -0.274; number 3, C, carries 0.094; number 4, C, carries -0.455; number 5, C, carries -0.519; number 6, N, carries -0.517; number 7, N, carries -0.197; number 8, N, carries 0.170; number 9, H, carries 0.393; number 10, H, carries 0.554; number 11, H, carries 0.428; number 12, H, carries 0.391; number 13, H, carries 0.351; number 14, H, carries 0.349; number 15, H, carries 0.354; number 16, H, carries 0.355

---

DFT (ωB97M-V with the def2-TZVPD basis set) results for a gas-phase ion, C5H8N3O (charge +1) at a distorted geometry.

Bonds (Å) are listed after each position.
Positions of all 17 atoms, in Å:
1 C 2.6970 0.9035 -0.1840  C2 1.473, N6 1.298, H10 1.057
2 C 2.7708 -0.5680 -0.1823  C1 1.473, N7 1.249, H11 1.020
3 C -1.6183 -1.0447 -0.2384  C4 1.503, N8 1.435, H12 1.049, H13 1.078
4 C -2.0469 0.1944 0.4971  C3 1.503, N8 1.555, O9 1.354, H14 1.021
5 C 0.8099 0.0864 0.5140  N6 1.454, N7 1.433, N8 1.742, H15 1.118
6 N 1.5194 1.3108 0.1782  C1 1.298, C5 1.454
7 N 1.6342 -1.0072 0.0926  C2 1.249, C5 1.433
8 N -0.7243 0.0748 -0.3113  C3 1.435, C4 1.555, C5 1.742, H16 0.965
9 O -2.9709 1.0801 0.0561  C4 1.354, H17 0.919
10 H 3.4960 1.5606 -0.4016  C1 1.057
11 H 3.5555 -1.2153 -0.2538  C2 1.020
12 H -1.4793 -1.9253 0.3149  C3 1.049
13 H -2.1248 -1.2098 -1.1759  C3 1.078
14 H -1.8962 0.3838 1.4887  C4 1.021
15 H 0.3469 0.1443 1.5294  C5 1.118
16 H -0.5446 0.3713 -1.2114  N8 0.965
17 H -3.4244 0.8602 -0.7123  O9 0.919

Frontier orbital gap (spin up / spin down) ... 8.82 / 7.08 eV
Charge ... +1
Calculated total energy ... -11818.923 eV
HOMO (spin up / spin down) ... -11.517 / -15.037 eV
Multiplicity ... 3
Strongest force on any atom ... 6.79 eV/A
LUMO level (spin up / spin down) ... -2.70 / -7.95 eV

So, what does the Mulliken scheme give us? The charges, in e, come out as: number 1, C, carries -0.202; number 2, C, carries -0.252; number 3, C, carries -0.466; number 4, C, carries 0.084; number 5, C, carries 0.115; number 6, N, carries -0.406; number 7, N, carries -0.130; number 8, N, carries -0.074; number 9, O, carries -0.444; number 10, H, carries 0.428; number 11, H, carries 0.476; number 12, H, carries 0.257; number 13, H, carries 0.288; number 14, H, carries 0.389; number 15, H, carries 0.308; number 16, H, carries 0.307; number 17, H, carries 0.322

---

DFT (ωB97M-V with the def2-TZVPD basis set) results for a gas-phase ion, C5H8N3O2 (charge +1) at a distorted geometry.

Bonds (Å) are listed after each position.
Positions of all 18 atoms, in Å:
1 C 1.0320 0.0411 0.6156  N6 1.286, H11 1.075
2 C 0.1644 -1.4470 -0.9429  N6 1.375, N7 1.333, H12 1.032
3 C -0.9946 0.5698 -0.4600  N7 1.396, N8 1.279
4 C 2.2474 -1.9585 0.2884  N6 1.489, H13 1.087, H14 1.077, H15 1.125
5 C -1.4918 2.4626 0.7179  N8 1.441, H16 1.075, H17 1.045, H18 1.082
6 N 1.0334 -1.1246 0.0727  C1 1.286, C2 1.375, C4 1.489
7 N -0.8857 -0.6478 -1.1334  C2 1.333, C3 1.396, O9 1.239
8 N -1.8350 1.5239 -0.3208  C3 1.279, C5 1.441, O10 1.206
9 O -1.6814 -0.8685 -2.0573  N7 1.239
10 O -2.8430 1.6894 -0.9629  N8 1.206
11 H 1.4199 0.4320 1.5387  C1 1.075
12 H 0.1953 -2.4117 -1.3093  C2 1.032
13 H 3.0447 -1.3698 0.7345  C4 1.087
14 H 2.0830 -2.8165 0.9181  C4 1.077
15 H 2.5625 -2.2342 -0.7556  C4 1.125
16 H -1.6166 2.0730 1.7118  C5 1.075
17 H -1.9954 3.3764 0.6647  C5 1.045
18 H -0.4391 2.7103 0.6798  C5 1.082

Frontier orbital gap (spin up / spin down) ... 7.31 / 7.31 eV
Charge ... +1
Calculated total energy ... -13862.751 eV
HOMO (spin up / spin down) ... -13.446 / -13.447 eV
Strongest force on any atom ... 7.34 eV/A
LUMO level (spin up / spin down) ... -6.14 / -6.14 eV

So, what does the Mulliken scheme give us? The charges, in e, come out as: number 1, C, carries -0.144; number 2, C, carries -0.289; number 3, C, carries -0.078; number 4, C, carries -0.892; number 5, C, carries -0.890; number 6, N, carries 0.067; number 7, N, carries 0.598; number 8, N, carries 0.610; number 9, O, carries -0.518; number 10, O, carries -0.467; number 11, H, carries 0.382; number 12, H, carries 0.487; number 13, H, carries 0.383; number 14, H, carries 0.311; number 15, H, carries 0.375; number 16, H, carries 0.374; number 17, H, carries 0.333; number 18, H, carries 0.360

---

DFT (ωB97M-V with the def2-TZVPD basis set) results for 2 unconnected molecules or ions with the total composition C5H8N3O4P.

Bonds (Å) are listed after each position.
Positions of all 21 atoms, in Å:
1 N 2.0356 1.5458 1.0239  P2 1.708, H10 1.021, H11 1.015
2 P 1.2217 2.3706 -0.2314  N1 1.708, O3 1.642, C4 1.866
3 O 2.0389 1.7621 -1.5195  P2 1.642, H12 0.962
4 C -0.3278 1.3301 -0.2336  P2 1.866, C5 1.379, C9 1.403
5 C -1.5194 1.7978 0.2792  C4 1.379, C6 1.406, H13 1.082
6 C -2.6239 0.9305 0.3376  C5 1.406, N7 1.306, H14 1.080
7 N -2.5977 -0.3078 -0.0756  C6 1.306, N8 1.332
8 N -1.4348 -0.7139 -0.5818  N7 1.332, C9 1.313, H15 1.018
9 C -0.3390 0.0018 -0.6850  C4 1.403, N8 1.313, H16 1.084
10 H 2.6408 0.8408 0.6013  N1 1.021
11 H 1.4141 0.9896 1.6030  N1 1.015
12 H 1.5290 1.2097 -2.1201  O3 0.962
13 H -1.6242 2.8097 0.6477  C5 1.082
14 H -3.5637 1.2668 0.7502  C6 1.080
15 H -1.3746 -1.6963 -0.8414  N8 1.018
16 H 0.5475 -0.4917 -1.0664  C9 1.084
17 C 1.0590 -2.4263 0.6282  O18 1.227, O19 1.447, O20 1.247
18 O 0.9556 -3.0678 1.6695  C17 1.227
19 O 0.3055 -2.9795 -0.4767  C17 1.447, H21 0.967
20 O 1.6899 -1.3866 0.3518  C17 1.247
21 H -0.0324 -3.7851 -0.0610  O19 0.967

Frontier orbital gap ... 6.93 eV
Charge ... 0
Calculated total energy ... -27262.994 eV
HOMO ... -8.758 eV
Strongest force on any atom ... 0.63 eV/A
LUMO level ... -1.83 eV

So, what does the Mulliken scheme give us? The charges, in e, come out as: number 1, N, carries -0.653; number 2, P, carries 0.214; number 3, O, carries -0.483; number 4, C, carries 0.194; number 5, C, carries -0.313; number 6, C, carries -0.281; number 7, N, carries -0.875; number 8, N, carries 0.535; number 9, C, carries -0.236; number 10, H, carries 0.367; number 11, H, carries 0.350; number 12, H, carries 0.342; number 13, H, carries 0.410; number 14, H, carries 0.428; number 15, H, carries 0.359; number 16, H, carries 0.559; number 17, C, carries 0.705; number 18, O, carries -0.672; number 19, O, carries -0.579; number 20, O, carries -0.676; number 21, H, carries 0.305

---

DFT (ωB97M-V with the def2-TZVPD basis set) results for C5H8N4 in the gas phase at a distorted geometry.

Bonds (Å) are listed after each position.
Positions of all 17 atoms, in Å:
1 C -1.1198 -2.5983 1.2888  H6 1.051, H7 1.115, H8 1.131, N14 1.456
2 C -0.2216 0.2813 0.5036  H10 1.059, N15 1.247, N16 1.425
3 C 0.5742 1.1315 -1.7865  C4 1.369, H11 1.010, N16 1.404
4 C 1.4922 2.0764 -2.1596  C3 1.369, H12 1.048, N17 1.355
5 C 1.4503 2.1205 -0.0111  H13 1.114, N16 1.423, N17 1.292
6 H -1.7319 -3.1664 1.9269  C1 1.051
7 H -1.0223 -2.9542 0.2369  C1 1.115
8 H -0.1401 -2.7309 1.8373  C1 1.131
9 H -2.4957 -1.3927 1.0080  N14 0.947
10 H 0.0119 0.3637 1.5331  C2 1.059
11 H 0.0857 0.4566 -2.3571  C3 1.010
12 H 1.6368 2.3399 -3.1632  C4 1.048
13 H 1.7311 2.0305 1.0635  C5 1.114
14 N -1.6279 -1.2353 1.3524  C1 1.456, H9 0.947, N15 1.480
15 N -1.1005 -0.5345 0.1602  C2 1.247, N14 1.480
16 N 0.4964 1.1335 -0.3846  C2 1.425, C3 1.404, C5 1.423
17 N 1.9811 2.6784 -1.0484  C4 1.355, C5 1.292

Frontier orbital gap ... 10.03 eV
SMILES string ... CN/N=C/n1ccnc1
Charge ... 0
Calculated total energy ... -11272.669 eV
HOMO ... -9.092 eV
Strongest force on any atom ... 3.89 eV/A
LUMO level ... 0.93 eV

So, what does the Mulliken scheme give us? The charges, in e, come out as: number 1, C, carries -0.846; number 2, C, carries -0.034; number 3, C, carries -0.238; number 4, C, carries -0.410; number 5, C, carries -0.032; number 6, H, carries 0.371; number 7, H, carries 0.353; number 8, H, carries 0.232; number 9, H, carries 0.289; number 10, H, carries 0.408; number 11, H, carries 0.474; number 12, H, carries 0.402; number 13, H, carries 0.252; number 14, N, carries -0.372; number 15, N, carries -0.393; number 16, N, carries 0.148; number 17, N, carries -0.603

---

DFT (ωB97M-V with the def2-TZVPD basis set) results for 3 unconnected molecules or ions with the total composition C5H8N4 at a distorted geometry.

Bonds (Å) are listed after each position.
Positions of all 17 atoms, in Å:
1 C 1.4413 -0.6636 0.4374  C2 1.544, C5 1.529, H8 1.083, N14 1.392
2 C 0.2326 -1.5545 0.7974  C1 1.544, C5 1.608, H9 1.161, N15 1.483
3 C -1.2635 0.0146 0.9391  H10 1.097, N15 1.218, N16 1.476
4 C -1.3128 1.1052 -1.2290  H11 1.136, N16 1.360, N17 1.337
5 C 0.2863 -0.7015 -0.5642  C1 1.529, C2 1.608, H13 1.057, N16 1.439
6 H 2.5444 0.4350 2.4840  no bonds
7 H 0.7910 1.5568 0.9008  no bonds
8 H 2.1478 -1.2401 -0.1469  C1 1.083
9 H 0.2699 -2.6980 0.9923  C2 1.161
10 H -1.8777 0.9144 1.0639  C3 1.097
11 H -2.4228 1.2858 -1.0708  C4 1.136
12 H -0.1367 1.3138 -2.7671  N17 1.014
13 H 0.1805 -1.1345 -1.5231  C5 1.057
14 N 1.8631 0.5516 0.9684  C1 1.392
15 N -0.7451 -0.8313 1.6459  C2 1.483, C3 1.218
16 N -0.9650 0.0066 -0.5060  C3 1.476, C4 1.360, C5 1.439
17 N -1.0333 1.6396 -2.4219  C4 1.337, H12 1.014

Frontier orbital gap ... 8.40 eV
Charge ... 0
Calculated total energy ... -11266.421 eV
HOMO ... -9.079 eV
Strongest force on any atom ... 5.92 eV/A
LUMO level ... -0.68 eV

So, what does the Mulliken scheme give us? The charges, in e, come out as: number 1, C, carries 0.016; number 2, C, carries -0.193; number 3, C, carries -0.131; number 4, C, carries 0.078; number 5, C, carries -0.551; number 6, H, carries 0.258; number 7, H, carries 0.295; number 8, H, carries 0.389; number 9, H, carries 0.319; number 10, H, carries 0.370; number 11, H, carries 0.302; number 12, H, carries 0.232; number 13, H, carries 0.502; number 14, N, carries -0.791; number 15, N, carries -0.469; number 16, N, carries -0.009; number 17, N, carries -0.617

---

DFT (ωB97M-V with the def2-TZVPD basis set) results for C5H8N4 in the gas phase at a distorted geometry.

Bonds (Å) are listed after each position.
Positions of all 17 atoms, in Å:
1 C -2.2525 -0.8225 -0.6692  C2 1.482, H6 1.220, H7 1.152, H8 1.152
2 C -0.8159 -0.6620 -0.3410  C1 1.482, C5 1.512, N14 1.298
3 C 1.3378 1.9636 -0.3125  H9 1.159, N15 1.375, N16 1.374
4 C 1.0948 -0.3647 0.7468  C5 1.452, N15 1.447, N17 1.282
5 C 0.1423 -1.4399 0.5331  C2 1.512, C4 1.452, H12 1.141, H13 1.210
6 H -2.4576 -0.1035 -1.6335  C1 1.220
7 H -2.4901 -1.8956 -1.0151  C1 1.152
8 H -3.1854 -0.7321 0.0008  C1 1.152
9 H 2.4440 1.7135 -0.0759  C3 1.159
10 H -0.3250 3.0815 -0.8461  N16 1.057
11 H 2.5463 -0.9465 2.3102  N17 1.221
12 H -0.3875 -1.7847 1.4825  C5 1.141
13 H 1.0072 -2.1224 0.0335  C5 1.210
14 N -0.3306 0.4598 -0.7766  C2 1.298, N15 1.299
15 N 0.7963 0.7064 -0.1799  C3 1.375, C4 1.447, N14 1.299
16 N 0.7215 3.1285 -0.7022  C3 1.374, H10 1.057
17 N 2.1545 -0.1794 1.4450  C4 1.282, H11 1.221

Frontier orbital gap ... 8.80 eV
SMILES string ... [H]/N=C\N1N=C(C)C/C1=N\[H]
Charge ... 0
Calculated total energy ... -11270.548 eV
HOMO ... -8.339 eV
Strongest force on any atom ... 5.37 eV/A
LUMO level ... 0.46 eV

So, what does the Mulliken scheme give us? The charges, in e, come out as: number 1, C, carries -0.929; number 2, C, carries 0.294; number 3, C, carries 0.140; number 4, C, carries 0.210; number 5, C, carries -0.177; number 6, H, carries 0.270; number 7, H, carries 0.257; number 8, H, carries 0.245; number 9, H, carries 0.307; number 10, H, carries 0.254; number 11, H, carries 0.266; number 12, H, carries 0.316; number 13, H, carries 0.210; number 14, N, carries -0.907; number 15, N, carries 0.616; number 16, N, carries -0.640; number 17, N, carries -0.732

---

DFT (ωB97M-V with the def2-TZVPD basis set) results for C5H8N4O in the gas phase at a distorted geometry.

Bonds (Å) are listed after each position.
Positions of all 18 atoms, in Å:
1 N -1.7783 0.0104 2.2480  C2 1.230
2 C -1.4303 0.6727 1.2711  N1 1.230, C3 1.522, O17 1.410
3 C -0.3005 0.2692 0.3345  C2 1.522, N4 1.306, N9 1.336
4 N -0.0226 0.9456 -0.7480  C3 1.306, C5 1.453, H16 1.015
5 C 1.0577 0.6839 -1.6838  N4 1.453, C6 1.528, H10 1.095, H11 1.099
6 C 1.1763 -0.7921 -2.0618  C5 1.528, N7 1.445, H12 1.102, H13 1.097
7 N 1.7361 -1.6492 -1.0417  C6 1.445, C8 1.265
8 C 1.3040 -1.6456 0.1471  N7 1.265, N9 1.397, H14 1.095
9 N 0.3011 -0.8600 0.7191  C3 1.336, C8 1.397, H15 1.031
10 H 0.8560 1.2775 -2.5818  C5 1.095
11 H 2.0068 1.0342 -1.2547  C5 1.099
12 H 0.1837 -1.1701 -2.3554  C6 1.102
13 H 1.8185 -0.8548 -2.9495  C6 1.097
14 H 1.6949 -2.3743 0.8643  C8 1.095
15 H -0.1177 -1.1637 1.6111  N9 1.031
16 H -0.5443 1.8100 -0.8530  N4 1.015
17 O -1.7658 1.9879 0.8878  C2 1.410, H18 0.963
18 H -0.9788 2.5418 0.9130  O17 0.963

Frontier orbital gap ... 7.42 eV
Charge ... 0
Calculated total energy ... -13320.181 eV
HOMO ... -7.523 eV
Strongest force on any atom ... 1.52 eV/A
LUMO level ... -0.11 eV

So, what does the Mulliken scheme give us? The charges, in e, come out as: number 1, N, carries -0.878; number 2, C, carries 0.393; number 3, C, carries 0.444; number 4, N, carries -0.239; number 5, C, carries -0.578; number 6, C, carries -0.544; number 7, N, carries -0.515; number 8, C, carries 0.021; number 9, N, carries -0.195; number 10, H, carries 0.383; number 11, H, carries 0.274; number 12, H, carries 0.325; number 13, H, carries 0.331; number 14, H, carries 0.370; number 15, H, carries 0.406; number 16, H, carries 0.308; number 17, O, carries -0.622; number 18, H, carries 0.315